65
Properties=species:S:1:pos:R:3:forces:R:3 method="wB97M-V/def2-TZVPD" e_above_lowest_kcal_mol=52.2 homo_lumo_gap_ev="5.328 / 5.323" total_charge=+4 spin_multiplicity=1
Pd -0.10112 -0.12528 0.68824 -0.2 -0.9 0.4
O -1.61151 0.23527 2.51507 0.3 -0.1 -0.5
C -1.42266 -0.48289 3.73050 0.1 -0.1 0.4
C -0.17978 -1.30769 3.63675 -0.4 0.2 0.1
C 0.24824 -2.03204 4.74812 0.1 0.0 -0.3
C 1.37017 -2.82984 4.64609 0.0 -0.1 0.3
C 2.05478 -2.90382 3.43673 -0.1 0.2 -0.2
C 1.58444 -2.16214 2.37655 0.4 -0.2 0.2
N 0.49594 -1.37812 2.48323 0.3 0.6 -1.8
H -2.55228 0.42520 2.41476 0.0 0.1 -0.1
H -2.26889 -1.14264 3.93835 0.0 0.0 -0.1
H -1.33354 0.21380 4.56898 0.0 0.0 0.0
H -0.32042 -1.96378 5.66705 0.0 0.0 0.0
H 1.71429 -3.39695 5.50272 0.0 0.0 0.0
H 2.94176 -3.51061 3.31735 0.0 0.0 0.0
H 2.09179 -2.17750 1.42339 -0.1 0.0 0.1
C -4.49065 -0.09205 -0.35779 -0.1 -0.2 0.0
C -3.11717 0.41995 -0.65650 -0.2 0.3 -0.3
O -2.09380 -0.24954 -0.35272 0.3 -0.3 0.2
N -3.01865 1.57273 -1.30041 0.1 0.0 0.1
C -1.74229 2.16621 -1.66480 0.3 -0.1 0.2
C -1.12768 2.91627 -0.50249 -0.1 0.4 -0.3
C -1.18708 4.30557 -0.45246 0.0 -0.3 0.1
C -0.63895 4.97103 0.63442 0.0 0.3 0.0
C -0.03974 4.24678 1.65416 -0.1 -0.3 0.0
C -0.02168 2.86630 1.54611 0.0 0.5 0.1
N -0.54961 2.23227 0.49085 0.6 -1.2 0.1
H -4.44791 -0.98724 0.25644 0.0 0.0 0.0
H -4.99424 -0.34857 -1.29348 0.0 0.0 0.0
H -5.10431 0.66401 0.13404 0.0 0.0 0.0
H -3.86547 2.07472 -1.53084 -0.1 0.0 0.0
H -1.90813 2.84803 -2.49465 0.0 0.0 0.0
H -1.06277 1.37362 -1.98670 -0.1 0.0 -0.1
H -1.64988 4.84995 -1.26525 0.0 0.0 0.0
H -0.68388 6.05241 0.68363 0.0 0.0 0.0
H 0.40889 4.73548 2.50809 -0.1 0.0 0.0
H 0.41528 2.26033 2.33085 0.0 0.0 0.0
C 1.22614 -3.48476 -0.89302 0.0 0.2 1.1
P 0.04379 -2.11308 -1.03089 0.4 0.4 -1.0
C -1.51309 -2.92126 -1.45238 -0.3 0.4 0.7
C 0.67187 -1.08869 -2.39635 -0.3 -0.1 0.4
C 0.37165 -1.45767 -3.70469 -0.2 0.0 0.2
C 0.87572 -0.70457 -4.76075 0.0 0.0 -0.1
C 1.68900 0.39206 -4.51913 0.0 0.0 0.0
C 1.97676 0.77813 -3.21253 0.2 -0.1 0.1
C 1.49285 0.02050 -2.15034 -0.2 0.3 0.5
P 1.96775 0.44787 -0.45140 0.0 -0.2 -0.7
C 3.46450 -0.50288 -0.06526 -0.4 -0.1 0.7
C 2.55353 2.16096 -0.40323 -0.5 0.1 0.5
H 1.18490 -4.01783 -1.84923 -0.2 0.2 -0.1
H 0.93270 -4.17364 -0.09811 0.0 0.0 0.0
H 2.24817 -3.15078 -0.73156 0.0 0.0 -0.1
H -1.33218 -3.63427 -2.26246 0.3 0.0 0.0
H -2.29223 -2.21660 -1.72764 0.1 0.0 0.0
H -1.84468 -3.49427 -0.58140 0.0 0.0 0.0
H -0.26393 -2.30967 -3.91023 0.0 0.0 -0.1
H 0.59494 -0.96345 -5.77415 0.1 -0.1 0.0
H 2.10321 0.95784 -5.34405 -0.1 0.0 0.0
H 2.59670 1.64789 -3.04090 0.0 0.0 0.0
H 4.21485 -0.24059 -0.81638 -0.1 0.1 -0.1
H 3.31609 -1.57953 -0.08898 0.1 0.1 -0.1
H 3.83843 -0.21618 0.92053 0.0 0.0 0.0
H 3.51393 2.21846 -0.92182 0.0 -0.2 -0.1
H 2.72970 2.44432 0.63737 0.0 0.0 0.0
H 1.84743 2.86246 -0.84537 -0.1 -0.1 0.0

---

69
Properties=species:S:1:pos:R:3:forces:R:3 method="wB97M-V/def2-TZVPD" e_above_lowest_kcal_mol=1.6 homo_lumo_gap_ev=7.931 total_charge=0 spin_multiplicity=1
C -2.41885 3.11284 1.58959 0.0 -0.3 0.3
C -2.54264 2.38834 2.92794 -0.1 0.3 -0.1
O -1.91990 1.12465 2.97111 0.0 -0.3 0.1
C -2.46623 0.15645 2.09834 -0.1 -0.2 0.0
C -2.08563 -1.23787 2.59123 0.1 0.4 0.0
H -2.55916 -1.42066 3.55627 -0.1 0.0 0.0
H -2.45430 -1.97115 1.87372 0.0 -0.1 0.0
C -0.56985 -1.37236 2.78210 -0.5 0.0 0.4
N 0.16876 -1.15360 1.55804 0.1 -0.1 -0.1
C 0.75053 0.01442 1.19786 0.0 0.0 -0.3
O 1.13317 0.20383 0.03391 0.0 0.1 0.1
C 0.96602 1.09824 2.15096 0.4 0.6 0.7
C 1.17783 2.41738 1.73651 -0.2 -0.6 0.3
N 1.07458 2.89201 0.48077 0.1 0.2 -0.5
H 1.16539 2.21246 -0.26009 0.0 0.1 0.1
H 1.38303 3.84749 0.35037 -0.1 -0.1 0.0
C 1.44076 3.24736 2.86958 -0.1 -0.8 0.0
N 1.47211 2.62357 4.02900 0.1 0.4 0.1
S 1.16144 1.04966 3.87420 0.1 0.2 -0.6
C 1.72089 4.69280 2.77137 0.1 0.4 0.4
O 1.75002 5.28765 1.70498 0.0 0.0 -0.2
N 1.94406 5.28803 3.95889 0.0 0.1 0.2
H 1.93052 4.73408 4.79790 0.0 0.0 0.0
H 2.16781 6.26774 3.99303 0.0 -0.1 -0.1
C 0.05762 -2.23378 0.57575 0.0 -0.2 -0.2
C 1.37808 -2.54250 -0.09726 0.2 -0.2 0.1
C 2.57506 -2.38823 0.58253 -0.2 -0.1 -0.1
C 3.77573 -2.71301 -0.02428 0.1 -0.1 -0.3
C 3.79580 -3.21440 -1.31340 -0.3 0.0 -0.1
C 2.58324 -3.40116 -1.99776 0.2 -0.1 0.0
C 1.38932 -3.06703 -1.38708 0.1 -0.1 0.0
H 0.45409 -3.22062 -1.90069 -0.1 0.0 -0.1
O 2.71195 -3.92404 -3.26513 0.4 0.2 0.5
C 1.54122 -4.16564 -4.00507 -0.2 -0.1 -0.2
H 0.88704 -4.88067 -3.49724 0.0 0.0 0.0
H 1.87367 -4.58856 -4.95194 -0.1 0.0 0.0
H 0.98904 -3.24016 -4.19521 0.0 0.0 0.0
O 4.97581 -3.53461 -1.90494 0.0 0.0 -0.1
H 4.78114 -3.87110 -2.79032 0.0 0.0 0.0
H 4.71266 -2.58580 0.49316 0.1 0.0 0.1
H 2.58102 -2.00588 1.59188 0.0 0.1 0.1
H -0.24468 -3.12597 1.13912 -0.1 0.2 -0.1
C -1.08955 -1.98325 -0.43280 0.3 0.0 0.2
O -2.10631 -2.65344 -0.40699 -0.3 -0.3 0.0
N -0.84974 -0.99274 -1.29405 0.1 0.2 -0.2
H 0.02176 -0.47618 -1.17647 -0.1 -0.2 0.1
C -1.78160 -0.55127 -2.30369 -0.2 -0.2 0.1
H -2.68070 -1.16025 -2.17702 0.1 0.1 0.0
C -2.09133 0.95238 -2.15472 0.1 0.1 0.0
C -1.29823 1.63419 -3.26700 -0.2 0.0 -0.1
H -1.70098 2.61154 -3.52732 0.1 0.1 0.0
C -1.38918 0.63069 -4.41190 0.1 0.0 0.0
H -0.65327 0.81300 -5.19344 0.0 0.0 -0.1
H -2.38388 0.66893 -4.85855 0.0 0.0 -0.1
C -1.17518 -0.71245 -3.71518 -0.1 0.0 -0.1
H -1.62454 -1.54109 -4.26000 0.1 -0.1 0.0
H -0.10563 -0.90718 -3.61359 0.0 -0.1 0.0
H -0.25735 1.75760 -2.96449 0.1 0.1 0.0
H -1.81406 1.31641 -1.16609 -0.1 0.0 0.1
H -3.15836 1.12562 -2.29709 0.0 0.0 0.0
H -0.33470 -2.37443 3.15431 0.1 0.1 0.0
H -0.26728 -0.65183 3.53574 -0.1 -0.2 0.0
H -2.08593 0.30474 1.07724 -0.1 0.0 0.0
H -3.56091 0.24652 2.06895 0.1 0.0 -0.1
H -3.60697 2.28499 3.19278 0.1 0.0 0.0
H -2.04153 2.96383 3.71104 -0.1 0.0 0.0
H -1.37906 3.15905 1.27647 0.1 0.0 -0.1
H -2.79619 4.12613 1.69509 -0.1 0.1 0.0
H -2.99748 2.60826 0.81909 -0.1 0.0 -0.1